{"formula": "C2H6NO2", "method": "ωB97M-V/def2-TZVPD", "orbital_gap_ev": 11.36, "lumo_energy_ha": -0.2490, "smiles": "CO[N+](C)=O", "charge": 1, "e_above_lowest_kcal_mol": 128.0, "elements": ["C", "C", "N", "O", "O", "H", "H", "H", "H", "H", "H"], "positions_angstrom": [[-1.6673, -0.4239, -0.0346], [1.8465, 0.1301, -0.0062], [-0.4698, 0.2700, 0.0715], [-0.5188, 1.4803, 0.0409], [0.5471, -0.4970, 0.1526], [-2.3774, 0.0562, -0.7934], [-2.2012, -0.1485, 0.9176], [-1.3927, -1.5160, -0.0233], [2.4546, -0.8309, -0.2165], [2.1750, 0.6584, 0.7947], [1.6040, 0.8212, -0.9033]], "atomic_forces_ev_per_a": [[-3.219, -1.762, 1.002], [-0.379, -1.945, -4.853], [-0.788, 3.777, -0.663], [1.939, -2.221, 0.195], [0.180, 0.152, 0.867], [1.447, -1.043, 0.534], [0.365, -0.594, -0.564], [-1.023, 1.150, -0.507], [-0.623, 2.110, 0.102], [0.654, 1.441, 2.636], [1.448, -1.065, 1.251]]}

=====

{"formula": "C11H34N2O5", "method": "ωB97M-V/def2-TZVPD", "orbital_gap_ev": 9.52, "lumo_energy_ha": 0.0263, "smiles": "COC[C@H](C)N.COC[C@H](C)N.CO.CO.CO", "charge": 0, "e_above_lowest_kcal_mol": 29.2, "elements": ["C", "O", "H", "H", "H", "H", "C", "O", "H", "H", "H", "H", "C", "O", "H", "H", "H", "H", "C", "C", "C", "O", "C", "N", "H", "H", "H", "H", "H", "H", "H", "H", "H", "H", "H", "C", "C", "C", "O", "C", "N", "H", "H", "H", "H", "H", "H", "H", "H", "H", "H", "H"], "positions_angstrom": [[0.5078, -1.4471, 3.3996], [1.6580, -0.7885, 2.9943], [0.6824, -2.2246, 4.1481], [-0.1537, -0.6967, 3.8323], [0.0807, -1.9668, 2.5372], [2.4218, -1.3618, 3.1398], [1.5125, 0.1662, -0.5443], [0.9638, 0.7980, 0.5914], [0.9914, 0.3055, -1.4927], [2.5463, 0.3504, -0.8525], [1.4814, -0.9144, -0.3707], [1.4194, 0.4389, 1.3611], [-3.4120, 0.3147, -0.6278], [-2.7278, 0.3502, 0.6110], [-2.6571, 0.1619, -1.4013], [-4.0630, -0.5512, -0.5195], [-3.9443, 1.2491, -0.8146], [-1.9148, 0.8581, 0.5336], [2.1456, -4.3709, 1.7269], [3.3871, -3.5401, 1.3319], [4.3231, -3.2121, 2.5187], [3.5761, -2.7474, 3.6587], [4.0118, -3.2452, 4.8754], [4.1988, -4.3805, 0.4223], [2.4458, -5.3981, 1.9292], [1.2465, -4.3633, 1.1103], [1.7417, -3.9281, 2.6425], [3.1519, -2.6060, 0.8232], [4.9781, -2.3760, 2.2695], [4.8751, -4.0750, 2.8917], [3.2122, -3.0375, 5.5876], [4.9396, -2.7832, 5.2242], [4.1745, -4.3266, 4.8844], [3.8849, -4.1777, -0.5182], [4.0442, -5.3684, 0.5632], [-4.8723, 4.6154, -5.0252], [-4.2513, 4.5353, -3.5869], [-3.2422, 3.3824, -3.4947], [-2.4577, 3.5338, -2.3163], [-1.2655, 2.8252, -2.1181], [-3.4831, 5.7360, -3.2976], [-5.3964, 3.6753, -5.2038], [-4.1881, 4.7795, -5.8586], [-5.5297, 5.4839, -5.0767], [-5.0798, 4.5483, -2.8740], [-2.5941, 3.2952, -4.3694], [-3.8572, 2.4771, -3.5471], [-0.4324, 3.1742, -2.7370], [-1.2619, 1.7350, -2.1702], [-0.8453, 3.0598, -1.1381], [-2.9046, 5.4935, -2.5056], [-4.0684, 6.5445, -3.1471]], "atomic_forces_ev_per_a": [[-0.729, -0.596, 0.051], [1.278, 0.718, -0.336], [0.225, 0.126, 0.182], [-0.319, -0.233, -0.212], [-0.543, 0.198, 0.083], [0.089, -0.082, 0.175], [0.229, -1.586, -0.364], [0.184, 0.688, -0.936], [-0.751, 0.519, 0.454], [0.265, 0.679, 0.764], [-0.024, -0.200, -0.139], [-0.059, -0.182, 0.331], [0.812, -0.111, 0.474], [0.128, 0.149, 0.650], [-0.420, -0.192, -0.427], [-0.252, 0.197, -0.527], [-0.227, -0.112, -0.100], [0.035, 0.032, -0.044], [-0.307, 1.272, 1.363], [0.244, -1.792, -0.031], [-0.888, 0.460, 0.833], [-0.403, 0.065, -1.015], [-0.102, -0.070, 1.093], [0.227, 1.107, -0.752], [-0.063, -0.019, 0.073], [0.551, 0.039, -0.812], [0.125, -0.341, 0.294], [-0.218, -0.061, -0.014], [0.390, -0.401, -0.391], [0.207, -0.173, -0.650], [0.171, 0.056, 0.157], [0.038, 0.161, -0.039], [-0.086, -0.114, -0.297], [0.236, -0.187, -0.163], [-0.102, -0.001, 0.242], [0.239, -0.183, 0.882], [0.763, 1.346, -1.470], [-0.474, -0.581, 0.008], [-0.709, -0.348, 0.401], [1.333, 0.207, 0.063], [0.449, 0.108, -0.612], [-0.375, 0.195, -0.175], [0.556, -0.200, 0.403], [-0.396, -0.265, 0.156], [-0.085, -1.159, 0.066], [0.085, 0.614, -0.159], [0.252, -0.447, 0.629], [-0.300, 0.038, -0.722], [-0.695, -0.069, -0.281], [-0.674, 0.098, 0.329], [-0.003, 0.659, 0.237], [0.090, -0.025, 0.277]]}

=====

{"formula": "C2H4FNO", "method": "ωB97M-V/def2-TZVPD", "orbital_gap_ev": 10.46, "lumo_energy_ha": 0.0354, "smiles": "O/N=C/CF", "charge": 0, "e_above_lowest_kcal_mol": 75.6, "elements": ["C", "C", "H", "H", "H", "H", "N", "O", "F"], "positions_angstrom": [[-0.3603, -0.0312, 0.0232], [0.5038, 1.1741, 0.4356], [-0.1939, -2.6962, -1.1351], [-1.4673, -0.1351, 0.3134], [0.8553, 0.8774, 1.3606], [1.3622, 1.5342, -0.2265], [0.2319, -1.1105, -0.3217], [-0.6251, -1.8824, -1.0075], [-0.3066, 2.2697, 0.5579]], "atomic_forces_ev_per_a": [[-0.054, -0.470, 0.911], [-0.354, -0.183, -2.032], [0.938, -1.677, -0.205], [1.345, 0.951, -1.238], [1.179, 0.012, 2.245], [-1.197, -1.275, 0.525], [0.994, 2.464, -0.772], [-2.266, -0.354, 0.228], [-0.584, 0.533, 0.339]]}

=====

{"formula": "ClH2NP2", "method": "ωB97M-V/def2-TZVPD", "orbital_gap_ev": [7.35, 7.02], "lumo_energy_ha": [0.0042, -0.1104], "s_squared": 2.0131, "charge": 0, "multiplicity": 3, "e_above_lowest_kcal_mol": 7.2, "elements": ["N", "P", "P", "Cl", "H", "H"], "positions_angstrom": [[1.6207, -0.3026, 0.4149], [0.1933, -0.9818, 0.0089], [-1.0291, 0.7407, 0.5140], [-2.8533, 0.1648, -0.3537], [2.2921, -0.8620, 0.0119], [-0.2236, 1.2410, -0.5960]], "atomic_forces_ev_per_a": [[-2.719, -0.128, 0.719], [0.232, -0.256, 1.078], [-0.065, 0.170, -0.955], [0.643, 0.359, 0.044], [3.038, -0.773, -1.236], [-1.129, 0.627, 0.349]]}

=====

{"formula": "C4H7NO2S", "method": "ωB97M-V/def2-TZVPD", "orbital_gap_ev": 9.60, "lumo_energy_ha": 0.0208, "smiles": "O=C(NO)[C@@H]1C[C@@H]1S", "charge": 0, "e_above_lowest_kcal_mol": 132.5, "elements": ["C", "C", "C", "C", "H", "H", "H", "H", "H", "H", "H", "N", "O", "O", "S"], "positions_angstrom": [[-0.6742, -0.7981, 0.2949], [0.0370, 0.4779, 0.6508], [0.8249, 1.2935, -0.2538], [1.5537, 0.3781, 0.5700], [-2.6203, 0.6874, -1.2757], [-2.3573, -1.6737, -0.2890], [-0.2308, 1.0961, 1.4991], [0.5499, 2.3575, -0.1151], [1.0445, 0.8977, -1.3680], [2.4904, 0.6971, 1.3114], [1.4372, -1.8035, -0.2646], [-1.6759, -0.9867, -0.5789], [-2.5008, 0.1611, -0.3905], [-0.3575, -1.8803, 0.7431], [2.4793, -0.9040, -0.5337]], "atomic_forces_ev_per_a": [[0.939, -2.510, 1.564], [0.626, -1.889, 0.485], [-0.557, 1.852, -5.326], [5.399, -0.353, 1.873], [0.565, -1.772, 2.209], [0.866, -0.911, 0.000], [-0.749, -0.662, 0.146], [1.219, -0.500, -0.232], [-1.364, 1.549, 2.332], [-3.443, -0.614, -1.250], [1.364, 0.407, -0.452], [-2.750, 3.177, -1.528], [-1.380, 2.816, -2.894], [1.753, -0.391, 1.478], [-2.488, -0.199, 1.592]]}

=====

{"formula": "C67H53Br2GeInN4OP2S2", "method": "ωB97M-V/def2-TZVPD", "orbital_gap_ev": [5.75, 6.53], "lumo_energy_ha": [-0.1069, -0.1070], "s_squared": 0.7820, "charge": 1, "multiplicity": 2, "elements": ["In", "O", "C", "C", "C", "C", "C", "C", "C", "P", "C", "C", "C", "C", "C", "C", "C", "C", "C", "C", "C", "C", "H", "H", "H", "H", "H", "H", "H", "H", "H", "H", "H", "H", "H", "H", "Br", "C", "C", "C", "N", "C", "C", "C", "C", "C", "Br", "C", "C", "N", "H", "H", "H", "H", "H", "H", "N", "C", "C", "C", "C", "C", "C", "C", "C", "N", "C", "H", "H", "H", "H", "H", "H", "H", "H", "S", "P", "S", "C", "C", "C", "C", "C", "C", "C", "C", "C", "C", "C", "C", "H", "H", "H", "H", "H", "H", "H", "H", "H", "H", "C", "Ge", "C", "C", "C", "C", "C", "C", "C", "C", "C", "C", "C", "C", "C", "C", "C", "C", "H", "H", "H", "H", "H", "H", "H", "H", "H", "H", "H", "H", "H", "H", "H"], "positions_angstrom": [[0.7023, -0.5649, -0.0497], [0.8080, 0.0490, -2.9889], [0.7975, 0.7749, -1.8546], [1.3509, 2.0814, -1.7577], [1.7353, 2.8067, -2.9188], [2.3172, 4.0511, -2.8494], [2.5281, 4.6631, -1.6145], [2.1225, 4.0018, -0.4640], [1.5338, 2.7426, -0.5089], [0.9975, 1.9636, 1.0506], [-0.3245, 3.0748, 1.5997], [-1.1192, 3.7371, 0.6643], [-2.1858, 4.5148, 1.0917], [-2.4613, 4.6426, 2.4463], [-1.6843, 3.9678, 3.3793], [-0.6316, 3.1687, 2.9584], [2.4417, 2.2190, 2.1319], [2.6069, 3.2980, 2.9936], [3.7371, 3.3793, 3.7980], [4.7012, 2.3845, 3.7578], [4.5487, 1.3089, 2.8915], [3.4256, 1.2288, 2.0861], [1.5579, 2.3596, -3.8834], [2.6197, 4.5522, -3.7621], [2.9963, 5.6371, -1.5548], [2.2713, 4.4763, 0.4983], [-0.8998, 3.6499, -0.3927], [-2.8027, 5.0242, 0.3616], [-3.2845, 5.2646, 2.7743], [-1.9010, 4.0619, 4.4368], [-0.0519, 2.6067, 3.6825], [1.8565, 4.0768, 3.0496], [3.8652, 4.2260, 4.4614], [5.5673, 2.4408, 4.4046], [5.2993, 0.5279, 2.8562], [3.2904, 0.3797, 1.4277], [3.2388, -6.3387, 2.9205], [2.5417, -4.8630, 1.9907], [1.1917, -4.5922, 2.0298], [0.7497, -3.4540, 1.3825], [1.5449, -2.6720, 0.6559], [2.8526, -2.9730, 0.5762], [3.3909, -4.0412, 1.2721], [3.6962, -2.1340, -0.3021], [4.8695, -2.6302, -0.8592], [5.6150, -1.7982, -1.6722], [7.1912, -2.4402, -2.4790], [5.1967, -0.4984, -1.8938], [4.0197, -0.0938, -1.2925], [3.2726, -0.8924, -0.5302], [0.5057, -5.2284, 2.5618], [-0.2957, -3.1746, 1.4294], [4.4532, -4.2355, 1.2672], [5.1878, -3.6467, -0.6828], [5.7704, 0.1776, -2.5120], [3.6634, 0.9176, -1.4223], [-0.0981, -2.3006, -1.8448], [-1.3374, -2.8849, -1.5111], [-1.7703, -4.0729, -2.0367], [-3.0267, -4.6057, -1.6846], [-3.8419, -3.9474, -0.8092], [-3.4073, -2.7392, -0.2165], [-4.1744, -2.0255, 0.7307], [-3.6880, -0.8699, 1.2706], [-2.4160, -0.4224, 0.8803], [-1.6658, -1.0664, 0.0080], [-2.1441, -2.2090, -0.5609], [-0.2137, -1.3903, -2.2999], [0.4308, -2.8782, -2.4845], [-1.1468, -4.5992, -2.7525], [-3.3505, -5.5346, -2.1367], [-4.8222, -4.3367, -0.5606], [-5.1455, -2.4075, 1.0271], [-4.2416, -0.3121, 2.0140], [-1.9923, 0.4730, 1.3191], [-0.0017, -2.8011, 5.0943], [-0.4569, -0.9762, 4.5499], [0.1811, -0.2407, 2.7389], [-2.2585, -0.6689, 4.5713], [-3.1442, -1.6541, 4.9879], [-4.5005, -1.3619, 5.1007], [-4.9661, -0.0908, 4.7969], [-4.0809, 0.8924, 4.3654], [-2.7290, 0.6051, 4.2538], [0.1439, 0.2444, 5.7655], [-0.5152, 0.3128, 6.9929], [-0.0787, 1.2001, 7.9639], [1.0139, 2.0225, 7.7141], [1.6775, 1.9447, 6.4988], [1.2496, 1.0504, 5.5245], [-2.7589, -2.6367, 5.2330], [-5.1884, -2.1241, 5.4470], [-6.0194, 0.1405, 4.9058], [-4.4433, 1.8867, 4.1309], [-2.0317, 1.3693, 3.9244], [-1.3634, -0.3338, 7.1862], [-0.5897, 1.2508, 8.9179], [1.3477, 2.7216, 8.4713], [2.5343, 2.5790, 6.3035], [1.7788, 0.9724, 4.5818], [2.2280, 0.8593, -5.7223], [0.6194, 0.1681, -4.8349], [0.5855, -1.7490, -5.2021], [-0.3441, -2.2830, -6.0935], [-0.3165, -3.6358, -6.4101], [0.6420, -4.4633, -5.8403], [1.5814, -3.9379, -4.9597], [1.5554, -2.5851, -4.6466], [-1.0399, 1.1752, -5.0068], [-0.9867, 2.3908, -5.6411], [-2.1182, 3.2297, -5.7111], [-3.2833, 2.8471, -5.1144], [-3.3872, 1.5964, -4.4559], [-4.6002, 1.1810, -3.8543], [-4.7107, -0.0466, -3.2676], [-3.6070, -0.9252, -3.2615], [-2.4180, -0.5422, -3.8152], [-2.2614, 0.7320, -4.4176], [2.1737, 0.5640, -6.7718], [3.0834, 0.3571, -5.2668], [2.3696, 1.9359, -5.6608], [-1.0980, -1.6376, -6.5342], [-1.0391, -4.0439, -7.1069], [0.6615, -5.5181, -6.0856], [2.3411, -4.5803, -4.5292], [2.2962, -2.1716, -3.9651], [-0.0596, 2.7274, -6.0952], [-2.0526, 4.1764, -6.2316], [-4.1551, 3.4919, -5.1396], [-5.4489, 1.8556, -3.8833], [-5.6469, -0.3581, -2.8223], [-3.7121, -1.9134, -2.8286], [-1.5881, -1.2374, -3.8392]], "atomic_forces_ev_per_a": [[-0.285, 0.222, -0.031], [0.211, 0.116, -0.571], [0.311, -0.746, 0.808], [-0.267, 0.204, -0.355], [-0.026, -0.199, 0.091], [0.022, -0.026, -0.030], [0.033, 0.009, 0.036], [0.021, -0.033, -0.110], [0.039, 0.128, 0.146], [0.571, 0.060, -0.595], [-0.174, -0.273, 0.160], [0.061, 0.010, 0.072], [-0.055, 0.005, -0.043], [0.002, -0.019, -0.021], [0.016, 0.052, -0.019], [0.016, 0.081, -0.038], [-0.080, -0.149, 0.118], [-0.007, 0.054, -0.057], [0.031, 0.054, 0.009], [0.008, -0.010, -0.014], [0.008, 0.004, -0.009], [-0.092, 0.047, 0.032], [0.051, 0.118, 0.068], [-0.054, 0.010, 0.031], [-0.034, -0.030, 0.015], [0.002, 0.019, 0.009], [-0.008, 0.027, -0.011], [0.031, 0.003, 0.025], [0.013, -0.011, -0.004], [0.011, -0.036, -0.018], [0.006, 0.065, 0.005], [-0.002, -0.007, -0.006], [-0.042, -0.022, -0.007], [-0.001, 0.018, -0.021], [-0.040, 0.025, 0.006], [0.034, 0.015, 0.120], [-0.027, 0.069, -0.046], [0.080, -0.177, 0.157], [-0.040, 0.075, -0.036], [-0.244, -0.055, -0.146], [0.178, 0.525, 0.184], [-0.311, -0.178, 0.109], [0.107, -0.005, -0.127], [0.183, 0.148, -0.036], [-0.014, -0.109, 0.037], [0.131, -0.079, -0.074], [-0.115, 0.049, 0.067], [0.044, 0.037, 0.006], [-0.090, 0.060, -0.035], [-0.237, -0.029, -0.033], [-0.105, 0.048, 0.138], [0.021, 0.066, 0.098], [-0.010, 0.016, -0.042], [-0.028, -0.010, -0.024], [-0.042, 0.021, 0.035], [-0.118, 0.109, -0.049], [-0.175, 0.357, 0.132], [0.088, -0.142, 0.025], [0.058, -0.002, -0.049], [-0.085, -0.025, -0.008], [-0.028, -0.050, -0.030], [0.138, 0.058, -0.007], [-0.036, 0.069, 0.058], [-0.118, -0.017, -0.054], [0.023, 0.010, -0.183], [0.361, 0.053, 0.212], [-0.160, -0.063, 0.118], [0.041, -0.223, -0.183], [0.091, -0.057, -0.002], [-0.019, 0.054, -0.007], [0.017, 0.024, 0.025], [0.053, 0.009, 0.029], [0.052, -0.007, -0.013], [0.024, -0.008, -0.049], [-0.044, -0.034, 0.024], [-0.011, -0.069, -0.228], [-0.001, -0.227, -0.026], [0.316, -0.131, 0.080], [0.062, -0.026, 0.099], [-0.035, 0.070, -0.065], [0.008, -0.017, -0.029], [-0.057, -0.023, 0.003], [0.081, 0.051, 0.016], [-0.062, -0.002, 0.031], [-0.065, -0.042, -0.072], [0.081, 0.069, -0.014], [-0.035, -0.021, 0.009], [-0.007, 0.025, 0.003], [0.027, -0.003, -0.011], [0.020, 0.008, 0.069], [-0.004, 0.017, 0.031], [0.018, 0.025, -0.033], [0.035, -0.012, -0.013], [0.009, -0.015, 0.000], [-0.128, -0.120, 0.059], [0.002, 0.027, 0.014], [0.013, 0.001, -0.039], [-0.002, -0.026, -0.020], [-0.027, -0.041, 0.020], [-0.025, 0.027, 0.005], [-0.303, -0.039, 0.105], [-0.075, 0.034, 0.353], [-0.098, 0.219, -0.123], [0.083, -0.006, 0.106], [-0.025, -0.032, -0.036], [-0.030, 0.011, 0.019], [0.011, -0.001, 0.036], [0.024, 0.053, -0.059], [0.382, -0.158, -0.252], [0.033, -0.075, 0.017], [-0.056, 0.088, 0.008], [0.003, 0.014, 0.008], [0.103, -0.097, 0.060], [-0.077, 0.025, 0.005], [0.014, 0.020, 0.009], [-0.002, -0.012, -0.034], [0.045, 0.040, -0.038], [-0.180, 0.095, -0.027], [0.015, -0.013, 0.038], [-0.004, 0.039, -0.025], [-0.001, -0.047, -0.041], [-0.001, -0.075, -0.008], [0.022, 0.016, 0.047], [0.011, 0.038, -0.008], [-0.029, 0.012, -0.016], [-0.019, -0.055, -0.029], [-0.038, 0.000, 0.003], [0.002, -0.003, 0.035], [0.036, -0.022, -0.026], [0.025, -0.026, 0.004], [0.005, 0.012, -0.003], [0.004, 0.030, -0.049], [-0.067, -0.004, 0.016]]}

=====

> Which formula does entry 2 have?

C11H34N2O5